{
  "formula": "C4H4N2OS",
  "method": "ωB97M-V/def2-TZVPD",
  "symbols": ["C", "C", "C", "C", "N", "N", "O", "S", "H", "H", "H", "H"],
  "xyz": [[-2.22050, 0.06350, -0.73137], [-1.04826, -0.49915, -1.12989], [-1.00297, -0.19206, 1.03048], [3.07135, 0.61005, 0.56702], [-2.11166, 0.30951, 0.59254], [-0.26934, -0.65522, -0.01306], [2.68095, 1.71582, 0.47282], [1.27587, -1.31368, -0.14426], [-3.03656, 0.45171, -1.33461], [-0.91398, -0.69992, -2.26483], [-0.47464, 0.03097, 2.01212], [4.04975, 0.17847, 0.94303]],
  "e_homo_ev": [-8.80, -8.67],
  "gap_ev": [7.914, 7.024],
  "largest_force_ev_per_a": 3.93,
  "de_lowest_kj_mol": 368.1
}